Entry 1:
A cluster of 7 separate species, C17H45F2N6O10S2 in total in a non-equilibrium geometry, computed with ωB97M-V/def2-TZVPD.

Values from the calculation:
Relative energy (zero: lowest compared OMol25 entry of this formula, charge and spin) (eV): 0.000
Lowest unoccupied orbital energy (eV): -7.218
Electronic energy (eV): -74850.7363
HOMO-LUMO gap (eV): 7.74
HOMO energy (eV): -14.96

ORCA input file:
```
! RIJCOSX wB97M-V def2-TZVPD def2/J DEFGRID3
* xyz 3 1
C 0.588 -0.309 0.023
C -0.754 -0.483 0.724
O -1.503 -1.495 0.137
H 0.972 -1.325 -0.082
H 1.290 0.347 0.541
H 0.574 0.038 -1.017
H -1.314 0.480 0.685
H -0.612 -0.634 1.807
C 2.085 4.476 -4.855
C 0.950 3.777 -4.191
O 0.223 2.987 -4.672
N 0.796 4.048 -2.668
H 1.713 4.451 -2.468
H 0.008 4.686 -2.544
C 0.676 2.743 -1.942
H 2.537 5.217 -4.195
H 1.719 5.029 -5.727
H 2.817 3.809 -5.309
H 0.873 2.847 -0.880
H 1.493 2.131 -2.328
H -0.246 2.218 -2.161
C 3.117 -2.063 -3.023
C 3.748 -1.033 -2.166
O 3.241 -0.044 -1.752
N 5.113 -1.400 -1.661
H 5.124 -1.396 -0.595
H 5.348 -2.381 -1.840
C 6.213 -0.543 -2.173
H 2.924 -2.959 -2.418
H 3.680 -2.395 -3.896
H 2.113 -1.804 -3.353
H 7.147 -0.857 -1.715
H 6.043 0.467 -1.796
H 6.242 -0.423 -3.252
C -5.833 3.770 3.723
C -4.481 4.082 3.179
O -4.220 4.933 2.410
N -3.378 3.054 3.452
H -2.515 3.522 3.747
H -3.627 2.384 4.183
C -3.145 2.260 2.194
H -6.472 3.551 2.861
H -6.276 4.625 4.228
H -5.904 2.866 4.328
H -4.056 1.993 1.667
H -2.763 1.281 2.496
H -2.387 2.659 1.533
C -1.327 -2.638 3.753
C -1.713 -3.962 3.188
O -2.119 -4.872 3.816
N -1.548 -4.081 1.692
H -2.372 -4.533 1.296
H -1.550 -3.096 1.316
C -0.195 -4.687 1.372
H -1.501 -2.587 4.823
H -1.953 -1.881 3.263
H -0.298 -2.318 3.576
H -0.263 -5.746 1.608
H 0.509 -4.192 2.030
H -0.073 -4.601 0.299
C -5.627 -0.242 -0.382
C -4.224 -0.173 -0.876
O -3.489 0.752 -0.899
N -3.689 -1.478 -1.426
H -2.836 -1.585 -0.781
H -4.183 -2.355 -1.263
C -3.024 -1.454 -2.789
H -5.804 0.646 0.218
H -5.763 -1.158 0.195
H -6.343 -0.258 -1.206
H -2.256 -2.225 -2.764
H -2.496 -0.508 -2.809
H -3.774 -1.748 -3.512
N 5.442 -1.503 1.100
S 4.106 -0.879 1.694
O 3.710 0.386 1.162
O 3.895 -1.062 3.085
F 3.085 -1.937 1.014
S 6.584 -0.898 2.151
O 6.762 -1.543 3.394
O 6.611 0.525 2.148
F 7.832 -1.298 1.275
*
```

Entry 2:
A structure of composition C40H67BBrCaClCsF2KN5O11 in a non-equilibrium geometry, computed with ωB97M-V/def2-TZVPD.

Values from the calculation:
Lowest unoccupied orbital energy (eV): -5.916
Electronic energy (eV): -196497.2368
HOMO-LUMO gap (eV): 1.98
HOMO energy (eV): -7.89

ORCA input file:
```
! RIJCOSX wB97M-V def2-TZVPD def2/J DEFGRID3
* xyz 1 1
C 0.315 5.946 2.613
C 1.464 5.526 3.658
C 2.900 5.436 2.971
C 2.945 4.414 1.714
C 3.403 2.983 2.257
C 2.792 1.751 1.454
C 2.056 0.601 2.201
N 1.519 -0.540 1.550
C 0.842 -1.719 2.164
C 0.343 -1.592 3.673
C -1.138 -0.992 3.649
C -1.714 -0.543 5.082
O -2.192 0.821 4.952
C -1.116 1.689 5.132
C -0.379 1.835 6.602
O -0.777 2.389 4.102
C 1.628 -0.604 0.116
C 2.305 0.423 -0.733
N 2.335 0.179 -2.165
C 0.994 0.164 -2.788
C 0.867 -1.034 -3.929
C -0.473 -1.950 -3.640
C -1.835 -1.052 -3.700
C 2.958 1.674 -0.068
C 3.725 2.750 -0.948
C 2.777 3.398 -2.080
C 2.131 4.818 -1.693
C 0.563 4.687 -1.303
C 2.144 5.710 -3.062
C 1.226 5.076 -4.201
C -0.215 5.829 -4.349
C -1.473 5.179 -4.443
C -2.685 5.959 -5.158
C -1.836 3.743 -3.862
H -0.376 6.660 3.168
H 0.752 6.562 1.752
H -0.227 5.036 2.204
H 1.527 6.398 4.399
H 1.215 4.601 4.251
H 3.737 5.208 3.719
H 3.106 6.469 2.518
H 1.963 4.370 1.158
H 3.705 4.887 1.000
H 4.542 2.878 2.325
H 3.025 2.888 3.330
H 1.973 0.722 3.326
H -0.106 -1.894 1.537
H 1.494 -2.643 1.982
H 0.240 -2.668 4.054
H 1.060 -1.081 4.382
H -1.821 -1.849 3.310
H -1.277 -0.183 2.850
H -2.619 -1.193 5.340
H -0.936 -0.699 5.888
H 0.640 2.426 6.421
H -1.057 2.319 7.379
H -0.059 0.832 7.044
H 1.168 -1.509 -0.414
H 2.993 0.785 -2.659
H 0.812 1.160 -3.353
H 0.133 0.067 -2.055
H 0.714 -0.554 -4.977
H 1.808 -1.680 -3.954
H -0.393 -2.454 -2.592
H -0.581 -2.771 -4.421
H -1.976 -0.633 -2.646
H -1.696 -0.163 -4.397
H -2.761 -1.668 -3.915
H 4.289 3.525 -0.344
H 4.534 2.166 -1.517
H 3.424 3.538 -3.017
H 1.926 2.715 -2.403
H 2.643 5.362 -0.847
H 0.405 4.381 -0.226
H 0.116 3.875 -1.953
H 0.113 5.711 -1.464
H 1.951 6.813 -2.865
H 3.224 5.638 -3.443
H 0.969 4.002 -4.004
H 1.819 5.086 -5.170
H -0.149 6.964 -4.333
H -3.558 5.963 -4.424
H -3.010 5.341 -6.058
H -2.412 7.023 -5.416
H -0.972 2.989 -3.879
H -2.813 3.311 -4.354
H -2.109 3.893 -2.759
C -2.250 -5.315 -6.842
C -1.816 -5.008 -5.407
O -0.768 -5.583 -5.023
O -2.564 -4.215 -4.787
H -1.555 -6.010 -7.330
H -3.248 -5.764 -6.843
H -2.278 -4.390 -7.424
C 1.010 -9.698 1.659
C 1.741 -8.451 2.124
N 1.454 -7.281 1.281
C 1.249 -5.991 1.744
C 1.038 -5.211 0.657
N 1.127 -6.041 -0.455
C 1.393 -7.286 -0.056
C 0.968 -5.644 -1.851
H 1.321 -9.990 0.653
H 1.222 -10.533 2.328
H -0.069 -9.531 1.641
H 2.821 -8.611 2.112
H 1.445 -8.217 3.148
H 1.283 -5.794 2.802
H 0.842 -4.158 0.516
H 1.533 -8.137 -0.704
H 0.113 -6.191 -2.289
H 1.882 -5.887 -2.391
H 0.787 -4.574 -1.920
N -6.188 4.908 -5.300
O -6.764 5.944 -4.932
O -5.963 4.711 -6.513
O -5.823 4.060 -4.454
Cs -1.467 -3.898 -8.837
Cl -1.071 -7.043 0.553
B -4.939 -3.186 7.142
O -3.525 -3.185 7.566
C -3.243 -4.401 8.025
O -2.164 -4.736 8.449
C -4.445 -5.252 7.927
O -4.526 -6.409 8.259
O -5.446 -4.546 7.409
F -5.029 -2.890 5.746
F -5.676 -2.229 7.894
Ca -0.641 -4.059 -1.423
Br 1.188 2.050 4.993
K -0.470 1.800 -5.092
*
```

Entry 3:
A structure of composition C41H56GeN8O2PSTi in a non-equilibrium geometry, computed with ωB97M-V/def2-TZVPD.

Values from the calculation:
Relative energy (zero: lowest compared OMol25 entry of this formula, charge and spin) (eV): 0.703
Lowest unoccupied orbital energy (alpha / beta) (eV): 0.412 / 0.301
Electronic energy (eV): -159196.3670
HOMO-LUMO gap (alpha / beta) (eV): 6.75 / 6.60
HOMO energy (alpha / beta) (eV): -6.33 / -6.30
Expectation value of S²: 0.760

ORCA input file:
```
! RIJCOSX wB97M-V def2-TZVPD def2/J DEFGRID3
* xyz 0 2
Ti 0.005 -0.239 0.300
C -1.262 -1.429 -2.767
N -0.333 -0.394 -2.309
C 0.993 -0.695 -2.903
C -0.804 0.908 -2.833
C -0.035 2.126 -2.366
N 1.330 2.303 -2.843
C 1.946 3.404 -2.119
C 1.388 2.536 -4.272
H -1.316 -1.432 -3.861
H -2.259 -1.243 -2.370
H -0.925 -2.412 -2.440
H 0.910 -0.699 -3.999
H 1.323 -1.677 -2.572
H 1.720 0.054 -2.611
H -1.825 1.047 -2.475
H -0.857 0.857 -3.929
H 0.003 2.111 -1.278
H -0.656 2.998 -2.642
H 1.493 4.380 -2.370
H 1.835 3.250 -1.042
H 3.012 3.459 -2.352
H 0.786 3.414 -4.572
H 1.029 1.672 -4.832
H 2.422 2.719 -4.574
N 3.451 -7.969 -2.123
C 3.299 -6.709 -1.559
C 3.416 -5.561 -2.345
C 3.229 -4.309 -1.787
C 2.909 -4.194 -0.438
C 2.788 -5.332 0.352
C 2.989 -6.578 -0.201
S 2.666 -2.618 0.262
O 3.543 -1.711 -0.437
O 2.829 -2.769 1.690
N 1.158 -2.084 -0.029
C 0.020 -2.848 0.031
N -1.054 -2.036 0.163
C -2.256 -2.568 0.073
C -2.442 -3.925 -0.076
C -1.283 -4.690 -0.098
N -0.064 -4.181 -0.050
H 3.959 -8.017 -2.989
H 3.663 -8.725 -1.495
H 3.666 -5.656 -3.396
H 3.347 -3.418 -2.392
H 2.542 -5.230 1.401
H 2.902 -7.467 0.416
H -3.085 -1.874 0.147
H -3.428 -4.361 -0.137
H -1.340 -5.774 -0.162
N 0.608 -0.615 2.364
C 0.471 0.434 3.378
C 0.975 0.171 4.650
C 0.832 1.106 5.659
C 0.180 2.304 5.379
C -0.286 2.555 4.102
C -0.152 1.635 3.057
P -0.701 2.070 1.281
C 0.334 3.749 1.573
C -0.192 5.028 1.766
C 0.621 6.132 2.016
C 2.004 5.992 2.063
C 2.555 4.730 1.886
C 1.724 3.636 1.658
C -2.041 3.079 0.385
C -1.738 3.984 -0.636
C -2.728 4.700 -1.297
C -4.059 4.567 -0.915
C -4.381 3.707 0.123
C -3.381 2.969 0.752
H -0.036 -1.366 2.612
H 1.529 -1.049 2.423
H 1.479 -0.772 4.837
H 1.224 0.905 6.647
H 0.042 3.046 6.156
H -0.763 3.508 3.901
H -1.267 5.179 1.726
H 0.171 7.106 2.174
H 2.638 6.850 2.247
H 3.631 4.597 1.942
H 2.167 2.653 1.589
H -0.705 4.143 -0.920
H -2.458 5.375 -2.101
H -4.833 5.136 -1.417
H -5.410 3.605 0.446
H -3.652 2.290 1.549
C 4.978 0.869 1.405
C 4.382 1.248 0.045
C 2.947 0.960 0.013
N 1.823 0.753 -0.004
H 6.051 1.053 1.395
H 4.807 -0.187 1.618
H 4.530 1.464 2.202
H 4.851 0.684 -0.760
H 4.494 2.312 -0.161
C -4.609 -0.706 1.967
Ge -2.816 -0.251 2.635
C -2.166 -1.898 3.498
C -3.155 0.937 4.147
C -1.768 0.502 1.208
H -5.338 -0.543 2.765
H -4.685 -1.754 1.665
H -4.885 -0.076 1.115
H -3.039 -2.377 3.952
H -1.465 -1.657 4.303
H -1.707 -2.632 2.829
H -2.316 0.931 4.846
H -4.052 0.585 4.667
H -3.321 1.969 3.822
H -2.428 0.564 0.331
*
```